C2H8N2O2 | wB97M-V/def2-TZVPD

```
! RIJCOSX wB97M-V def2-TZVPD def2/J DEFGRID3
* xyz 0 1
C 2.18896 0.85436 -0.18404
N 1.32594 -0.27796 -0.20760
C -0.02736 -0.15862 -0.15414
N -0.70291 -1.35132 -0.43155
O -0.60082 0.87387 0.15629
H 3.12917 0.67471 -0.69799
H 2.41501 1.21611 0.82071
H 1.75455 1.69429 -0.71055
H 1.63823 -1.22877 -0.29444
H -0.53413 -1.73753 -1.34567
H -1.67647 -1.25770 -0.17445
O -3.15567 0.05522 0.77759
H -2.32674 0.58214 0.74594
H -3.42777 0.06118 1.69990
*
```

- Energy above the lowest of the compared OMol25 structures with the same formula, charge and spin: 0.0 kJ/mol
- Structure (SMILES): CNC(N)=O.O
- HOMO energy: -9.920 eV
- LUMO level: 0.81 eV



C5H8O2 | wB97M-V/def2-TZVPD

```
! RIJCOSX wB97M-V def2-TZVPD def2/J DEFGRID3
* xyz 0 1
O -1.38508 1.33150 -0.36274
C -0.12477 1.28398 -1.00121
C 0.94242 1.05761 0.03598
C -0.82716 -1.78729 0.86873
C 0.00877 -2.44478 0.06469
C 2.34977 1.48300 -0.21387
O 1.63046 2.22708 0.55590
H -2.05866 1.43814 -1.04266
H 0.09999 2.22575 -1.52555
H -0.06548 0.46843 -1.74403
H 0.78913 0.34307 0.83074
H -1.02242 -2.11275 1.88759
H -1.35805 -0.89103 0.55483
H 0.20973 -2.12741 -0.95710
H 0.53675 -3.34109 0.37868
*
```

- Energy above the lowest of the compared OMol25 structures with the same formula, charge and spin: 474.8 kJ/mol
- HOMO energy: -9.696 eV
- LUMO level: 0.62 eV